No. 1
Entry from the OMol25 dataset: 2 unconnected molecules or ions with the total composition C3H5N2OS (the ωB97M-V functional and the def2-TZVPD basis).

ORCA input file:
```
! wB97M-V def2-TZVPD RIJCOSX def2/J DEFGRID3
* xyz 1 1
S 1.64263 2.49709 2.94034
O 1.77623 2.27988 1.46217
N 0.01479 -1.42193 -0.92191
N -0.01232 0.58957 -0.15543
C -1.11963 -1.31869 -0.20835
C -1.26099 0.04187 0.17680
C 0.66948 -0.28409 -0.91795
H 1.62631 -0.16108 -1.39381
H -1.83529 -2.03978 -0.36042
H -1.99685 0.52584 0.76335
H 0.13658 1.55202 -0.16350
H 0.35907 -2.26071 -1.22131
*
```

The LUMO energy (alpha / beta) comes out at -4.82 / -4.83 eV. The value obtained for the HOMO energy (alpha / beta) is -12.66 / -12.65 eV. The value obtained for the molar mass is 117.15 g/mol. Its total energy is -699.93919 Ha. Its energy above the lowest of the compared OMol25 structures with the same formula, charge and spin is 94.5 kJ/mol. Its maximum force is 0.0844 Eh/bohr.



No. 2
Entry from the OMol25 dataset: 3 unconnected molecules or ions with the total composition C17H28ClN3O2 (the ωB97M-V functional and the def2-TZVPD basis).

ORCA input file:
```
! wB97M-V def2-TZVPD RIJCOSX def2/J DEFGRID3
* xyz 0 1
Cl -2.89183 -2.45729 2.99761
O 0.96917 0.16204 -3.32479
O -1.63340 2.91969 3.41395
N 3.92143 -2.39000 0.71277
N 1.55912 -4.32789 0.23444
N -1.22815 -4.73765 1.72388
C -2.96565 3.23613 3.03360
C -1.02533 5.16595 4.21191
C 1.43297 -1.80636 0.75775
C -0.68221 3.97402 3.33458
C -3.09051 3.70593 1.59377
C -0.43163 -5.77351 1.15104
C 2.26178 -0.77183 -5.19746
C -0.55654 -3.47918 1.54242
C 0.91984 -5.59070 0.40351
C -0.68888 -0.76441 2.08392
C 2.87024 -1.50957 0.06329
C 0.70459 -0.58924 1.37509
C -1.27395 -2.19479 2.14359
C 0.80602 -3.26175 0.84078
C 0.16629 1.03841 -4.10260
C 1.41201 -1.02807 -3.96426
C -1.12674 0.40561 -4.58942
H 3.62488 -2.47534 1.69828
H -1.20406 0.14896 2.53485
H -3.55009 2.32028 3.15669
H 1.70590 -0.24576 -5.97546
H -1.71473 0.03731 -3.74393
H 2.01182 -1.57103 -3.22984
H -0.94150 -0.44294 -5.25189
H -0.23869 5.92315 4.14807
H 3.90429 -3.31009 0.25110
H 2.85071 -1.63850 -1.07252
H 1.43995 -6.53201 -0.00680
H -2.53715 4.63103 1.41703
H -0.54339 4.27964 2.29261
H 3.21783 -0.42328 0.26658
H -0.83979 -6.84874 1.24151
H -2.69247 2.95157 0.90892
H -1.96460 5.63574 3.91514
H -0.07813 1.88863 -3.46013
H 2.61293 -1.71771 -5.61976
H 3.13102 -0.15905 -4.94277
H 0.55747 -1.66965 -4.20157
H -1.72384 1.13587 -5.14075
H 0.74625 1.44142 -4.93911
H 1.18298 0.44293 1.32618
H 0.27236 3.55678 3.66454
H -1.12783 4.85609 5.25558
H -4.13781 3.88992 1.34302
H -3.39296 3.96923 3.72502
*
```

The LUMO energy comes out at -1.01 eV. The value obtained for the HOMO energy is -8.31 eV. The value obtained for the molar mass is 341.88 g/mol. Its total energy is -1439.27054 Ha. Its energy above the lowest of the compared OMol25 structures with the same formula, charge and spin is 400.6 kJ/mol. Its maximum force is 0.1169 Eh/bohr. As for the SMILES: NCc1ccc(Cl)c2nccnc12.CCOCC.CCOCC.



No. 3
Entry from the OMol25 dataset: 6 unconnected molecules or ions with the total composition C14H19Cl4F3O12 (the ωB97M-V functional and the def2-TZVPD basis).

ORCA input file:
```
! wB97M-V def2-TZVPD RIJCOSX def2/J DEFGRID3
* xyz 0 1
Cl -15.02003 7.40968 -15.17256
Cl -16.39503 5.89180 -13.06164
Cl -14.02219 8.36604 -7.18662
Cl -14.11518 6.29648 -9.24898
F -22.04408 1.92026 -9.09022
F -18.41166 4.50100 -9.53899
F -15.97032 -0.48552 -7.57427
O -20.15837 1.39313 -11.90935
O -14.71114 3.49179 -7.26240
O -15.18364 2.11027 -5.52451
O -17.34981 0.60400 -10.19562
O -17.69146 2.45574 -8.97004
O -17.84169 -3.46146 -5.59834
O -13.14302 2.31061 -6.16641
O -18.54963 -1.55194 -6.56810
O -16.74281 -2.58038 -7.35670
O -20.22790 -0.86379 -11.97476
O -20.98263 0.25960 -10.17090
O -16.39234 2.55642 -10.77273
C -16.85646 -1.41874 -8.11096
C -17.14485 1.75884 -10.01222
C -20.43912 0.15459 -11.42238
C -16.18473 3.79455 -10.06157
C -14.84234 6.49274 -13.69241
C -14.24150 6.64508 -7.53174
C -12.16204 2.81803 -7.06643
C -20.89956 1.58916 -9.73326
C -16.59494 2.21214 -5.73757
C -20.73316 2.36163 -11.04764
C -18.27209 -0.97073 -7.84527
C -14.38764 2.70348 -6.40053
C -17.32135 3.80070 -9.06605
C -17.73353 -2.60866 -6.40908
H -18.45560 0.09911 -7.87397
H -12.36841 2.47840 -8.08376
H -13.50145 6.08795 -6.97002
H -12.12460 3.90624 -7.09310
H -15.22524 3.74770 -9.55266
H -16.90664 1.42592 -6.42081
H -20.13209 3.25977 -10.95830
H -17.07668 4.19113 -8.08456
H -21.74143 2.62202 -11.38783
H -16.22621 4.61703 -10.76659
H -17.06913 2.09297 -4.76811
H -20.05799 1.73029 -9.05236
H -11.21220 2.40998 -6.74022
H -16.84959 3.20470 -6.10586
H -19.00440 -1.36980 -8.55625
H -16.55228 -1.56296 -9.13958
H -14.21035 5.62184 -13.81728
H -15.22093 6.34534 -7.17654
H -14.42017 7.14488 -12.93603
*
```

The LUMO energy comes out at 0.14 eV. The value obtained for the HOMO energy is -11.32 eV. The value obtained for the molar mass is 578.10 g/mol. Its total energy is -3588.17971 Ha. Its energy above the lowest of the compared OMol25 structures with the same formula, charge and spin is 0.0 kJ/mol. Its maximum force is 0.0210 Eh/bohr. As for the SMILES: O=C1OC[C@@H](F)O1.O=C1OC[C@@H](F)O1.O=C1OC[C@@H](F)O1.COC(=O)OC.ClCCl.ClCCl.



No. 4
Entry from the OMol25 dataset: a molecular structure, C42H52N6O4PTi (the ωB97M-V functional and the def2-TZVPD basis).

ORCA input file:
```
! wB97M-V def2-TZVPD RIJCOSX def2/J DEFGRID3
* xyz 0 2
Ti -1.07383 -0.04696 1.41593
P 2.48127 0.11686 -2.06772
O -2.11950 0.83847 -0.06810
O -0.28695 -3.24469 4.08314
O 0.68074 3.42841 2.96821
O -0.05230 0.61017 -0.17921
N -1.36012 -1.83468 2.56845
N -2.40642 -1.94631 -1.04451
N -1.31258 -1.77542 -0.27966
N -1.07146 1.13813 -0.68243
N 0.45680 -0.04956 2.89858
N -0.95303 1.94282 2.23829
C -3.60208 -4.57190 1.36251
C 1.14296 3.37794 -4.27619
C -4.80618 -3.90040 1.30373
C 3.49881 -0.72673 -3.41094
C -0.13283 2.95998 -4.63335
C 4.51724 -1.65697 -2.74392
C -3.93538 4.06922 2.72979
C -3.72211 -1.95763 2.22989
C -2.27056 -2.96809 -1.90736
C -2.95693 3.10259 2.94554
C -0.44513 -2.69651 -0.67079
C 2.48791 -1.61565 -4.15419
C 1.95485 2.55002 -3.51989
C 2.79875 2.27484 -0.32007
C 0.23342 0.90086 -3.45555
C -3.86940 -0.56786 2.78733
C -1.00365 -3.47522 -1.69989
C 2.58078 -0.11075 4.54940
C 1.82426 -1.26322 4.36379
C -1.87069 3.03045 2.06429
C -2.42810 -3.97734 1.82644
C 1.07104 1.09226 3.16362
C 0.26646 2.30724 2.72897
C 2.17936 1.10175 3.99383
C 4.89811 1.72866 -1.54130
C 0.90937 -2.78531 -0.05603
C -3.05513 2.23772 4.17365
C -2.48670 -2.63705 2.24172
C -0.36889 -2.23788 3.39510
C -1.19312 -4.83660 1.80244
C -3.35677 -3.36132 -2.84486
C 3.61474 1.14115 -0.95143
C -2.70454 4.93863 0.87618
C 0.72451 -1.18420 3.52209
C 3.99790 0.19033 0.19525
C 1.51474 1.29730 -3.08578
C -0.58134 1.71387 -4.22975
C -4.86309 -2.59261 1.75616
C -3.82647 4.96919 1.68671
C -0.44877 4.10566 0.24626
C -1.70355 3.99211 1.06193
C 4.19237 0.15882 -4.44426
H 2.47847 3.02767 -1.03920
H -5.80400 -2.05658 1.76711
H -0.54577 -4.30369 -2.21077
H 3.11092 -0.20604 0.69598
H -2.38529 1.38158 4.13684
H -0.47034 -4.57011 2.56603
H -3.09018 -4.28485 -3.35354
H 3.02707 -2.25619 -4.85681
H -2.58460 5.67432 0.08980
H -1.48409 -5.87472 1.96126
H -4.78227 4.11563 3.40478
H -0.77202 3.60458 -5.22262
H 4.59287 -0.65693 -0.14627
H 5.57857 0.96567 -1.91571
H 4.61587 -0.47262 -5.23067
H -4.59719 5.71097 1.52201
H -0.71248 -4.78659 0.82453
H -4.29206 -3.52721 -2.30862
H 0.84116 -2.95545 1.01922
H -3.23177 0.20027 2.32778
H 1.46985 -3.61345 -0.48821
H 5.32571 -1.11494 -2.25532
H -0.13669 -0.06397 -3.12265
H 1.50667 4.34797 -4.58993
H 2.67074 2.03922 4.21050
H 1.77090 -1.02337 -4.72455
H -3.62979 -0.54512 3.85194
H 3.49278 0.84630 -4.91981
H 1.92887 -2.25320 -3.46584
H 2.03634 -2.19331 4.87059
H 4.70990 2.43205 -2.35100
H 1.90451 1.90019 0.18034
H 4.96652 -2.30445 -3.50169
H 4.58675 0.73704 0.93713
H 1.46751 -1.86447 -0.24370
H -3.18883 -1.32513 -0.92786
H 3.45190 -0.14318 5.19042
H -1.57430 1.37854 -4.49999
H 3.41414 2.77128 0.43478
H -3.54769 -5.60297 1.03263
H 2.95172 2.88634 -3.27103
H 5.42646 2.27545 -0.75477
H 0.12099 3.18368 0.18826
H 4.04151 -2.29831 -1.99828
H -2.78594 2.82208 5.05643
H -0.67112 4.43170 -0.77019
H 0.21035 4.84301 0.71095
H -3.52788 -2.59598 -3.60322
H -4.88482 -0.19857 2.64995
H -5.69219 -4.39584 0.92869
H -4.07421 1.87660 4.32214
H 5.00765 0.74054 -4.01991
*
```

The LUMO energy (alpha / beta) comes out at -0.13 / -0.32 eV. The value obtained for the HOMO energy (alpha / beta) is -8.12 / -8.12 eV. The value obtained for the molar mass is 783.76 g/mol. Its total energy is -3452.04937 Ha. Its energy above the lowest of the compared OMol25 structures with the same formula, charge and spin is 0.0 kJ/mol. Its maximum force is 0.0405 Eh/bohr. As for the expectation value of S²: 0.75.



No. 5
Entry from the OMol25 dataset: a molecular structure, CH4N4S (the ωB97M-V functional and the def2-TZVPD basis).

ORCA input file:
```
! wB97M-V def2-TZVPD RIJCOSX def2/J DEFGRID3
* xyz 0 1
S 3.07959 1.62849 0.82137
N 1.84979 0.86005 0.30839
N 1.53440 0.21346 -0.69412
N -0.50210 0.52802 0.40745
N 0.43487 0.70758 1.41400
C 0.18561 -0.19416 -0.67184
H -0.47879 0.06270 -1.56288
H -0.95712 1.34861 0.00691
H 0.47630 -0.17798 1.84684
H 0.33222 -1.33316 -0.52619
*
```

The LUMO energy comes out at 0.05 eV. The value obtained for the HOMO energy is -8.56 eV. The value obtained for the molar mass is 104.14 g/mol. Its total energy is -657.55342 Ha. Its energy above the lowest of the compared OMol25 structures with the same formula, charge and spin is 320.9 kJ/mol. Its maximum force is 0.0774 Eh/bohr.



No. 6
Entry from the OMol25 dataset: C7H12 in the gas phase (the ωB97M-V functional and the def2-TZVPD basis).

ORCA input file:
```
! wB97M-V def2-TZVPD RIJCOSX def2/J DEFGRID3
* xyz 0 1
C 0.24827 -0.12718 0.52455
C 1.10427 -0.40295 -0.71714
C -0.64806 1.15779 0.74511
C 2.46944 0.27980 -0.72857
C -1.86787 0.24928 0.86760
C -2.01131 -0.49948 -0.41384
C -1.01848 -0.97633 0.61259
H 0.85627 -0.13331 1.43033
H 2.98522 0.11133 -1.68249
H -2.66909 0.33847 1.59375
H -0.42447 1.67722 1.68515
H -2.90770 -1.09957 -0.53425
H 2.36217 1.36188 -0.58530
H -1.11040 -1.97606 1.03170
H 0.53417 -0.11773 -1.61078
H -0.66838 1.90028 -0.06050
H 1.24924 -1.49383 -0.80623
H -1.65891 -0.02454 -1.32885
H 3.11304 -0.10990 0.07177
*
```

The LUMO energy comes out at 1.22 eV. The value obtained for the HOMO energy is -9.61 eV. The value obtained for the molar mass is 96.17 g/mol. Its total energy is -273.85488 Ha. Its energy above the lowest of the compared OMol25 structures with the same formula, charge and spin is 140.9 kJ/mol. Its maximum force is 0.0137 Eh/bohr. As for the SMILES: CC[C@H]1C[C@H]2C[C@@H]12.



Q: Look up the energy above the lowest of the compared OMol25 structures with the same formula, charge and spin of the fourth one.
A: 0.0 kJ/mol